Record 1
The following is a DFT calculation (the ωB97M-V functional and the def2-TZVPD basis) of 8 unconnected molecules or ions with the total composition C32H88N8O8 in a non-equilibrium geometry.

Each line ends with the Löwdin charge.
Element x y z (Å)
O: -6.576 -11.482 4.761  -0.191
O: -5.759 4.161 0.718  -0.171
O: 3.098 7.865 7.799  -0.200
O: -1.570 7.643 -5.604  -0.180
O: 0.425 0.241 0.154  -0.205
O: 8.447 -4.810 -3.762  -0.182
O: 10.380 1.805 1.643  -0.203
O: -8.356 -5.841 -1.948  -0.211
N: -6.986 2.161 -1.169  0.028
N: 10.243 2.199 4.934  0.022
N: -1.360 9.696 -7.769  0.022
N: 5.318 7.384 4.912  0.013
N: -1.408 -1.781 0.065  0.042
N: -10.625 -5.388 -0.345  0.041
N: 11.050 -5.736 -4.753  0.027
N: -6.099 -8.541 2.362  0.009
C: 3.371 8.090 9.210  -0.100
C: -6.082 -10.784 1.810  -0.073
C: 10.554 -4.361 -4.923  -0.421
C: 10.216 -4.257 -6.404  -0.087
C: -6.208 4.218 -2.124  -0.061
C: -9.552 -5.217 -2.529  -0.165
C: 0.833 1.378 -0.553  -0.111
C: -1.503 8.180 -4.331  -0.156
C: 7.323 -4.387 -2.944  -0.088
C: -2.503 9.629 -6.905  -0.422
C: 10.977 2.721 2.578  -0.197
C: -4.921 4.528 1.763  -0.144
C: -2.594 8.098 -6.543  -0.158
C: -7.211 -5.871 -2.751  -0.123
C: 0.242 -3.416 0.045  -0.083
C: 11.624 0.485 3.734  -0.040
C: 8.949 1.658 1.736  -0.084
C: -12.044 -5.260 -2.253  -0.088
C: -0.091 -2.072 0.395  -0.532
C: 4.328 7.739 7.027  -0.192
C: 3.485 5.829 5.610  -0.058
C: -10.742 -5.768 -1.766  -0.459
C: 4.046 7.224 5.581  -0.455
C: -6.617 -11.779 6.087  -0.145
C: -5.760 2.950 -1.376  -0.417
C: -5.071 3.170 -0.075  -0.214
C: -3.770 10.064 -7.657  -0.069
C: 9.527 -3.931 -3.884  -0.212
C: -6.552 -9.787 2.870  -0.440
C: 11.294 2.070 3.913  -0.389
C: -6.144 -10.200 4.333  -0.168
C: 0.743 -1.046 -0.353  -0.203
H: -5.165 2.401 -2.107  0.131
H: 11.825 0.057 4.716  0.057
H: 12.467 0.243 3.086  0.073
H: 5.028 7.032 7.473  0.118
H: 8.652 1.695 2.784  0.059
H: 7.489 -4.242 -1.876  0.077
H: -3.605 7.821 -6.243  0.114
H: -6.316 -6.180 -2.212  0.088
H: 9.346 -4.902 -6.525  0.078
H: -7.477 -6.469 -3.623  0.085
H: -5.062 -10.078 4.377  0.120
H: -6.940 -4.880 -3.115  0.082
H: -2.239 7.921 -3.569  0.084
H: -0.476 8.240 -3.971  0.094
H: -0.514 9.415 -7.293  0.075
H: 3.298 5.561 4.570  0.078
H: 8.720 0.689 1.291  0.093
H: 1.267 -3.662 0.323  0.089
H: -12.162 -5.198 -3.335  0.078
H: 0.721 -1.084 -1.442  0.130
H: -12.894 -5.872 -1.950  0.073
H: -4.243 9.416 -8.394  0.078
H: -1.778 9.232 -4.252  0.063
H: 4.770 8.733 6.956  0.113
H: -9.582 -4.129 -2.590  0.134
H: -6.981 -12.802 6.177  0.095
H: 10.638 0.062 3.542  0.062
H: 3.816 9.077 9.339  0.074
H: -6.569 -9.457 5.008  0.117
H: 2.406 8.132 9.715  0.084
H: -1.448 -1.798 -0.944  0.079
H: -5.413 5.019 2.601  0.090
H: -2.357 10.128 -5.947  0.121
H: 0.591 2.210 0.108  0.088
H: 0.065 -3.541 -1.023  0.091
H: -5.030 2.236 0.486  0.119
H: 10.126 1.404 5.546  0.062
H: -7.094 4.636 -1.647  0.072
H: 9.342 2.261 4.482  0.038
H: 9.171 -2.931 -4.134  0.124
H: 11.647 -5.990 -5.526  0.059
H: -6.917 1.417 -0.489  0.066
H: 3.496 7.931 4.959  0.138
H: -7.623 -9.595 2.920  0.136
H: -6.373 -10.498 0.799  0.074
H: -5.136 -8.642 2.074  0.067
H: -12.472 -4.371 -1.789  0.081
H: 2.541 5.797 6.155  0.079
H: -5.476 5.026 -2.141  0.076
H: -10.597 -6.844 -1.867  0.136
H: 10.028 -3.954 -2.916  0.126
H: 6.462 -5.053 -2.902  0.081
H: 9.907 -3.257 -6.708  0.070
H: 1.887 1.395 -0.830  0.088
H: -9.643 -5.521 -0.149  0.056
H: -2.341 7.519 -7.431  0.117
H: -7.732 2.760 -0.845  0.063
H: -4.194 5.199 1.305  0.088
H: -3.645 11.071 -8.055  0.075
H: -0.342 -4.182 0.553  0.090
H: -4.322 3.725 2.194  0.083
H: 10.966 -4.529 -7.147  0.074
H: -1.520 9.082 -8.554  0.073
H: 4.104 7.428 9.671  0.080
H: 4.133 5.106 6.106  0.081
H: 6.933 -3.416 -3.248  0.078
H: -11.214 -5.943 0.260  0.072
H: 0.156 1.505 -1.398  0.086
H: -5.644 -11.642 6.558  0.088
H: -4.618 10.234 -6.993  0.069
H: -9.660 -5.624 -3.534  0.119
H: -5.002 -10.920 1.862  0.082
H: -1.655 -0.824 0.275  0.077
H: 5.964 6.655 5.179  0.072
H: 10.459 3.660 2.774  0.123
H: -0.035 -1.942 1.475  0.155
H: -6.565 -11.742 2.002  0.070
H: 12.178 2.520 4.366  0.117
H: 11.412 -3.694 -4.847  0.130
H: 5.604 8.353 4.914  0.074
H: -6.480 4.040 -3.165  0.075
H: -6.581 -8.299 1.509  0.074
H: -7.299 -11.082 6.575  0.085
H: 11.895 3.054 2.093  0.122
H: 10.346 -6.458 -4.810  0.066
H: -4.002 3.374 -0.119  0.117
H: 1.801 -1.203 -0.144  0.120
H: 8.405 2.503 1.314  0.084

Forces on atoms 1 to 3 (eV/Å):
O 0.1002 0.1524 -3.6341
O -0.1839 -1.3531 -0.6004
O 1.4289 -0.6339 0.8880

Output
Energy above the lowest of the compared OMol25 structures with the same formula, charge and spin   146.7 kcal per mole
Net charge   0
SMILES string   COC[C@H](C)N.COC[C@H](C)N.COC[C@H](C)N.COC[C@H](C)N.COC[C@H](C)N.COC[C@H](C)N.COC[C@H](C)N.COC[C@H](C)N

Record 2
The following is a DFT calculation (the ωB97M-V functional and the def2-TZVPD basis) of a molecular structure, C32H88O14Zr in a non-equilibrium geometry.

Each line ends with the Löwdin charge.
Element x y z (Å)
Zr: 3.490 1.342 -1.296  1.965
O: -2.437 4.490 -4.970  -0.068
O: -1.503 -3.283 4.745  -0.089
O: -4.307 -2.246 -2.146  -0.082
O: -3.263 6.470 0.240  -0.079
O: -2.847 2.474 5.622  -0.067
O: -5.046 0.488 -2.383  -0.093
O: 3.034 3.427 -1.365  -0.364
O: -3.468 -2.149 3.083  -0.080
O: 3.360 -4.962 1.963  -0.078
O: 4.298 -0.731 -1.272  -0.216
O: 2.303 -4.891 -0.699  -0.100
O: 2.933 1.060 -3.279  -0.387
O: 1.755 0.509 -0.530  -0.360
O: 4.396 1.544 0.573  -0.394
C: 3.322 -3.813 4.063  -0.073
C: -2.201 1.620 4.697  -0.333
C: 3.688 -1.831 -2.016  -0.240
C: 2.943 0.164 -5.547  -0.055
C: 0.611 -0.606 1.284  -0.064
C: 4.763 1.286 1.890  -0.543
C: -3.002 -2.430 1.772  -0.331
C: -3.005 4.131 0.292  -0.100
C: -3.872 -3.409 1.023  -0.081
C: -4.473 1.153 -1.238  -0.292
C: 0.160 -1.615 4.442  -0.085
C: 2.231 0.963 -4.472  -0.565
C: 2.697 -3.943 2.689  -0.345
C: 1.726 3.835 0.642  -0.066
C: -0.671 0.536 -0.553  -0.048
C: 1.916 4.080 -0.849  -0.562
C: -5.033 0.588 0.053  -0.062
C: -0.368 -2.667 5.389  -0.265
C: 0.798 0.556 -4.254  -0.054
C: 0.645 3.734 -1.608  -0.059
C: 0.602 -0.203 -0.183  -0.509
C: -1.731 3.291 -4.689  -0.318
C: 4.641 -2.261 -3.126  -0.059
C: 1.003 -4.544 -1.212  -0.277
C: -2.898 -2.299 -2.279  -0.329
C: -1.631 2.494 3.602  -0.086
C: -2.441 5.431 0.792  -0.313
C: 3.528 1.262 2.769  -0.051
C: -2.420 -1.711 -3.600  -0.069
C: -2.287 2.578 -3.476  -0.091
C: 0.059 -4.239 -0.080  -0.074
C: 5.523 -0.041 1.990  -0.059
H: -2.470 3.263 0.693  0.058
H: -1.997 1.526 -3.515  0.049
H: 2.634 -3.253 4.699  0.052
H: 0.281 0.619 -5.220  0.089
H: -2.452 3.053 3.145  0.062
H: -4.697 2.215 -1.328  0.107
H: -1.835 2.629 -5.548  0.113
H: 6.494 0.023 1.495  0.075
H: 1.617 -4.143 2.762  0.101
H: -0.230 4.188 -1.130  0.065
H: -1.327 -1.718 -3.685  0.056
H: -2.930 4.099 -0.793  0.057
H: 2.353 0.228 -6.462  0.081
H: 3.920 0.599 -5.752  0.081
H: 5.434 2.083 2.241  0.134
H: -2.273 5.108 -4.250  0.083
H: 4.992 -1.130 -0.737  0.107
H: -2.794 -2.249 -4.471  0.079
H: -0.329 -1.120 1.522  0.061
H: -0.186 -5.165 0.447  0.091
H: 0.372 -3.476 0.632  0.057
H: -1.548 -0.032 -0.229  0.057
H: 2.181 1.994 -4.870  0.139
H: 3.699 0.977 3.810  0.080
H: 0.481 2.656 -1.647  0.043
H: 1.406 -1.308 1.536  0.056
H: -2.419 5.434 1.887  0.110
H: 4.713 -1.435 -3.830  0.064
H: 1.300 2.842 0.823  0.062
H: -2.623 -3.357 -2.239  0.103
H: 0.614 0.258 1.954  0.075
H: -4.579 -1.317 -2.207  0.035
H: 0.670 -1.132 -0.782  0.125
H: -2.402 -1.766 -1.454  0.089
H: -0.662 3.494 -4.561  0.097
H: 2.675 3.867 1.180  0.070
H: -4.022 3.980 0.658  0.083
H: -4.796 -3.001 0.609  0.069
H: 1.078 4.601 1.079  0.074
H: -4.773 -0.463 0.188  0.055
H: 2.062 5.170 -0.938  0.131
H: -2.888 0.911 4.224  0.112
H: 0.696 4.108 -2.635  0.079
H: 4.266 -3.160 -3.614  0.084
H: 3.537 -2.634 -1.292  0.112
H: 5.626 -2.496 -2.716  0.081
H: -0.676 -2.221 6.337  0.113
H: 2.779 -2.965 2.187  0.093
H: 0.287 1.242 -3.584  0.047
H: -2.034 3.049 -2.525  0.049
H: -0.698 0.676 -1.633  0.057
H: 5.674 -0.292 3.042  0.076
H: -1.433 -4.232 4.873  0.096
H: -0.638 -0.932 4.142  0.063
H: -1.426 5.599 0.417  0.097
H: -1.149 1.898 2.827  0.060
H: 4.946 -0.856 1.538  0.063
H: 3.047 2.241 2.759  0.067
H: -2.847 -2.612 3.666  0.031
H: -0.720 1.492 -0.024  0.074
H: 0.696 -0.486 -3.932  0.071
H: 2.807 -5.267 -1.428  0.094
H: 2.892 -5.118 1.129  0.037
H: 0.895 -0.981 4.945  0.089
H: -5.859 0.955 -2.592  0.099
H: -3.401 0.961 -1.209  0.088
H: 3.043 -0.877 -5.228  0.065
H: -2.989 -1.476 1.229  0.086
H: 2.812 0.540 2.366  0.057
H: -0.899 -3.880 -0.469  0.059
H: 1.158 -3.607 -1.766  0.096
H: -6.120 0.670 0.095  0.083
H: -4.583 1.143 0.882  0.076
H: 0.402 -3.416 5.587  0.105
H: -1.966 -2.792 1.754  0.092
H: -4.159 -4.289 1.602  0.077
H: 3.493 -4.798 4.498  0.080
H: 0.605 -5.315 -1.870  0.120
H: 0.573 -2.090 3.556  0.045
H: -0.940 3.230 4.014  0.082
H: -3.148 1.930 6.355  0.083
H: -3.380 2.574 -3.509  0.076
H: 2.753 -1.569 -2.501  0.102
H: 4.277 -3.292 4.013  0.073
H: -3.056 7.298 0.682  0.079
H: -2.728 -0.663 -3.656  0.058
H: -1.330 1.108 5.125  0.099
H: -3.351 -3.786 0.136  0.053

Forces on atoms 1 to 3 (eV/Å):
Zr -4.1850 1.9972 1.5948
O 0.0596 0.0630 -0.1692
O 0.3702 -0.2804 0.3216

Output
Energy above the lowest of the compared OMol25 structures with the same formula, charge and spin   0.0 kcal per mole
Net charge   0

Record 3
The following is a DFT calculation (the ωB97M-V functional and the def2-TZVPD basis) of 12 unconnected molecules or ions with the total composition C32H88O28S12 in a non-equilibrium geometry.

Each line ends with the Löwdin charge.
Element x y z (Å)
S: -1.299 3.488 1.989  0.556
S: -2.128 -3.230 -3.406  0.648
S: -4.118 0.450 -7.434  0.505
S: -3.742 3.022 -2.832  0.809
S: 3.296 -2.922 4.977  0.799
S: 2.624 5.556 -1.463  0.592
S: 5.209 -3.147 1.386  0.549
S: 6.201 1.534 6.807  0.579
S: -5.606 -2.605 0.650  0.587
S: 1.585 1.945 -4.752  0.820
S: 1.207 -0.823 0.066  0.556
S: -0.614 -2.863 3.932  0.843
O: 5.276 -4.004 2.673  -0.318
O: 3.289 -4.410 4.706  -0.540
O: 2.957 6.773 -0.717  -0.299
O: -3.033 2.099 -1.936  -0.534
O: 3.312 4.370 -0.761  -0.262
O: -0.277 2.480 1.985  -0.267
O: 6.201 -3.466 0.391  -0.272
O: -0.184 -0.133 0.305  -0.262
O: -1.713 -1.853 -3.114  -0.303
O: 7.233 0.508 6.676  -0.294
O: 6.546 2.885 6.594  -0.267
O: -3.433 0.083 -6.156  -0.276
O: 2.283 3.230 -4.884  -0.542
O: 4.950 1.085 5.900  -0.283
O: 0.639 -2.074 4.105  -0.587
O: -1.570 4.156 3.219  -0.271
O: 0.947 -2.229 0.110  -0.303
O: -3.674 -3.220 -3.738  -0.294
O: -3.106 1.096 -8.206  -0.271
O: -5.559 -1.456 1.477  -0.261
O: -4.748 -0.721 -7.974  -0.269
O: -0.830 4.536 0.929  -0.268
O: 1.229 5.253 -1.718  -0.306
O: -5.710 -2.162 -0.879  -0.249
O: 5.081 -1.840 1.902  -0.282
O: 1.962 -0.333 -1.031  -0.254
O: -1.473 -3.931 -4.563  -0.328
O: -4.538 -3.599 0.654  -0.305
C: -4.314 -4.298 -4.546  -0.173
C: 5.448 1.449 8.415  -0.120
C: 3.940 4.015 1.573  -0.035
C: -1.463 5.811 0.737  -0.269
C: -2.489 -0.380 -0.313  -0.073
C: -5.915 -0.810 -1.225  -0.294
C: -5.798 -0.682 -2.725  -0.049
C: 2.773 3.872 0.476  -0.195
C: -2.880 2.949 1.271  -0.090
C: 2.012 -0.408 1.594  -0.116
C: 3.940 0.950 3.640  -0.058
C: -7.162 -3.492 0.858  -0.104
C: 5.410 -5.458 2.632  -0.199
C: -4.820 4.027 -1.826  -0.245
C: 3.514 5.554 -3.041  -0.080
C: -4.465 -5.572 -3.701  -0.058
C: -2.147 -0.618 -6.192  -0.180
C: 4.845 -2.369 5.565  -0.265
C: 5.172 1.448 4.489  -0.209
C: -1.776 -4.293 -2.024  -0.090
C: 2.731 0.771 -4.150  -0.270
C: -1.137 0.072 -5.246  -0.071
C: -0.496 6.933 0.570  -0.058
C: 6.016 -5.984 3.965  -0.044
C: 2.342 -2.694 6.471  -0.246
C: 3.583 -3.639 0.724  -0.084
C: -0.239 -4.143 2.729  -0.234
C: 0.645 2.094 -3.233  -0.242
C: -1.701 -1.878 2.913  -0.257
C: -1.120 -0.083 -0.794  -0.260
C: -2.506 4.190 -3.243  -0.247
C: -5.232 1.642 -6.750  -0.110
H: -6.223 1.265 -6.501  0.074
H: 6.082 0.960 4.186  0.111
H: 1.887 4.438 0.818  0.107
H: 0.174 3.077 -3.290  0.029
H: 3.474 1.221 -3.472  0.079
H: -3.613 -6.237 -3.836  0.075
H: 2.140 0.083 -3.574  0.027
H: -4.584 -5.405 -2.635  0.075
H: 5.196 -3.019 6.407  0.086
H: 6.231 -7.073 3.883  0.088
H: -4.813 2.104 -5.849  0.050
H: -0.169 -0.414 -5.183  0.084
H: -5.223 3.210 -1.225  0.047
H: 4.467 1.922 8.390  0.074
H: -0.104 1.282 -3.127  0.039
H: -3.042 4.868 -3.948  0.078
H: 2.812 -3.227 1.361  0.044
H: -3.538 3.803 1.108  0.066
H: 1.454 -0.410 2.512  0.059
H: 4.269 0.943 2.595  0.074
H: -2.736 2.404 0.349  0.024
H: 2.219 0.664 1.534  0.046
H: 5.528 -2.402 4.720  0.048
H: -5.234 -3.789 -4.816  0.119
H: 3.289 0.281 -4.952  0.060
H: -0.812 -3.832 -1.711  0.082
H: 3.613 -3.238 -0.252  0.054
H: -1.154 -4.592 2.396  0.048
H: 3.493 -4.730 0.737  0.072
H: -0.873 -0.848 -1.537  0.082
H: -1.881 -0.912 3.411  0.072
H: -3.711 -4.405 -5.443  0.112
H: -6.855 -0.429 -0.825  0.124
H: -7.168 -3.737 1.928  0.074
H: 3.106 4.781 -3.687  0.029
H: -6.966 -4.489 0.417  0.076
H: 1.759 -3.594 6.520  0.043
H: -2.615 -2.446 2.627  0.060
H: -2.072 5.679 -0.154  0.101
H: -5.204 -0.134 -0.750  0.092
H: -1.693 3.740 -3.797  0.035
H: -2.498 -1.613 -5.910  0.105
H: 4.725 3.329 1.280  0.070
H: -2.529 -4.096 -1.262  0.064
H: 3.768 -0.097 3.860  0.043
H: -4.772 -0.790 -3.078  0.069
H: -1.256 -1.705 1.950  0.010
H: -1.640 0.130 -4.309  0.041
H: 0.539 -4.736 3.179  0.045
H: 3.054 1.558 3.925  0.101
H: 5.354 -5.796 4.781  0.045
H: 0.231 6.714 -0.207  0.041
H: -2.079 6.021 1.605  0.115
H: -6.366 -1.494 -3.157  0.076
H: 1.735 -1.771 6.402  0.060
H: -5.681 4.428 -2.350  0.054
H: 1.375 2.125 -2.404  0.065
H: 5.331 2.518 4.378  0.105
H: -2.111 4.634 -2.324  0.060
H: -5.305 -6.182 -4.053  0.082
H: 4.539 5.415 -2.839  0.056
H: 2.996 -0.916 1.667  0.056
H: -4.377 4.816 -1.243  0.046
H: -8.069 -3.043 0.504  0.066
H: -1.635 -5.272 -2.419  0.060
H: -2.463 -1.307 0.292  0.075
H: -6.169 0.242 -3.191  0.085
H: 0.222 -3.693 1.838  0.036
H: -1.682 -0.709 -7.154  0.116
H: 5.385 0.405 8.711  0.067
H: 3.304 6.529 -3.453  0.071
H: 3.024 -2.715 7.323  0.049
H: 4.372 -5.738 2.456  0.107
H: 4.593 -1.388 5.905  0.023
H: 3.509 3.866 2.549  0.060
H: -5.251 2.423 -7.504  0.068
H: 4.358 5.026 1.591  0.076
H: -3.238 2.429 2.148  0.067
H: -0.991 1.066 -5.613  0.054
H: 0.021 7.214 1.523  0.107
H: 2.461 2.829 0.453  0.104
H: -1.028 0.956 -1.276  0.119
H: 6.064 1.939 9.163  0.073
H: -1.079 7.816 0.238  0.095
H: 6.078 -5.549 1.766  0.115
H: 6.998 -5.574 4.146  0.073
H: -2.863 0.394 0.411  0.082
H: -3.249 -0.511 -1.118  0.072

Forces on atoms 1 to 3 (eV/Å):
S 0.0931 0.1536 -0.5862
S 2.4753 -0.6421 -3.6983
S -0.0072 -0.3083 -1.6156

Output
Energy above the lowest of the compared OMol25 structures with the same formula, charge and spin   22.9 kcal per mole
Net charge   0